No. 1
Molecular formula: C22H36F8NO18S2Y
Method: DFT, ωB97M-V/def2-TZVPD

Last column: Mulliken charge in e.
Geometry (Å):
Y  -5.890  15.778  28.019  1.86
C  -8.780  16.994  26.397  0.10
O  -8.834  15.891  25.500  -0.07
O  -7.625  16.969  27.140  -0.85
C  -9.369  18.275  25.769  0.80
F  -9.782  19.204  26.637  -0.27
F  -8.454  18.900  24.991  -0.25
F  -10.400  17.961  24.995  -0.19
C  -8.204  16.008  24.229  -0.10
C  -8.953  15.203  23.176  -1.11
H  -8.600  15.337  22.154  0.45
H  -8.820  14.142  23.410  0.04
H  -10.017  15.434  23.135  0.34
H  -7.178  15.657  24.353  0.13
H  -8.286  17.013  23.807  0.29
H  -9.527  16.664  27.123  0.07
C  -3.555  14.787  30.474  0.07
O  -4.065  13.479  30.170  -0.03
O  -4.320  15.634  29.755  -0.91
C  -3.312  14.947  31.969  0.69
F  -4.316  14.414  32.681  -0.14
F  -2.169  14.408  32.414  -0.27
F  -3.228  16.269  32.255  -0.29
C  -3.478  12.317  30.741  -0.16
C  -3.888  11.107  29.901  -1.22
H  -4.967  10.987  29.916  0.18
H  -3.424  11.201  28.919  0.32
H  -3.395  10.215  30.296  0.44
H  -3.753  12.124  31.780  0.07
H  -2.392  12.438  30.691  0.37
H  -2.538  14.763  30.048  0.26
N  -6.843  13.827  28.052  -0.09
S  -7.801  13.008  29.043  0.87
O  -7.512  11.614  29.193  -0.54
O  -9.152  13.430  29.064  -0.58
F  -7.300  13.536  30.459  -0.17
S  -6.988  12.658  26.791  0.86
O  -8.285  12.428  26.235  -0.22
O  -6.082  11.550  26.795  -0.48
F  -6.322  13.693  25.748  -0.36
O  -9.446  7.505  28.394  -0.62
C  -8.947  7.790  27.335  0.58
O  -9.298  7.240  26.175  -0.25
C  -10.111  6.044  26.168  -0.36
C  -11.451  6.368  25.489  -0.93
C  -7.890  8.870  27.116  -0.55
H  -10.280  5.575  27.134  0.38
H  -9.496  5.406  25.532  0.27
H  -12.045  7.111  26.015  0.26
H  -11.968  5.409  25.555  0.39
H  -11.151  6.718  24.504  0.20
H  -8.101  9.665  27.820  -0.04
H  -7.949  9.082  26.052  0.25
H  -6.917  8.418  27.311  0.44
O  -10.395  12.459  21.482  -0.57
C  -9.712  11.473  21.627  0.85
O  -9.907  10.546  22.547  -0.30
C  -11.093  10.539  23.349  -0.67
C  -10.765  10.767  24.814  -0.41
C  -8.419  11.204  20.878  -1.12
H  -11.489  9.541  23.176  0.31
H  -11.838  11.286  23.083  0.41
H  -10.319  11.710  25.131  -0.07
H  -9.961  10.094  25.147  0.20
H  -11.554  10.505  25.521  0.45
H  -8.587  10.256  20.366  0.32
H  -7.725  10.938  21.685  0.27
H  -7.887  11.986  20.351  0.34
C  -6.101  12.001  34.329  -0.26
C  -7.411  12.217  33.612  0.04
O  -7.557  13.630  33.686  -0.27
C  -6.790  14.102  34.734  0.71
O  -6.854  15.226  35.099  -0.53
O  -6.149  13.066  35.309  -0.37
H  -5.134  12.048  33.832  0.07
H  -6.178  11.150  35.011  0.32
H  -8.208  11.679  34.121  0.27
H  -7.259  11.877  32.586  0.05
C  -12.057  12.404  27.720  0.15
C  -11.652  13.825  27.226  0.36
O  -12.755  14.282  26.453  -0.39
C  -13.620  13.296  26.279  0.60
O  -14.539  13.317  25.500  -0.57
O  -13.251  12.206  26.971  -0.40
H  -12.187  12.359  28.798  0.35
H  -11.287  11.726  27.360  -0.14
H  -10.831  13.733  26.511  -0.29
H  -11.292  14.435  28.051  0.38

Properties
highest occupied orbital energy	-10.254	eV
maximum force	0.1280	hartree/bohr
spin multiplicity	1
total charge	0

No. 2
Molecular formula: C22H36O2P2Pb
Method: DFT, ωB97M-V/def2-TZVPD

Last column: Mulliken charge in e.
Geometry (Å):
P  4.655  3.204  -1.365  1.12
P  1.608  4.362  -3.787  1.03
C  4.316  3.968  -2.978  -1.29
C  3.150  4.979  -3.061  -1.10
H  4.247  3.168  -3.734  0.58
H  5.240  4.525  -3.212  0.67
H  2.940  5.454  -2.089  0.47
H  3.467  5.808  -3.717  0.54
C  1.990  3.907  -5.487  -1.39
H  1.201  3.266  -5.899  0.42
H  2.951  3.385  -5.566  0.34
H  2.043  4.826  -6.087  0.43
C  0.506  5.777  -3.915  -1.58
H  0.715  6.313  -4.853  0.45
H  0.656  6.465  -3.072  0.37
H  -0.540  5.444  -3.917  0.45
C  5.978  2.000  -1.516  -1.51
H  5.933  1.270  -0.697  0.39
H  6.945  2.524  -1.468  0.43
H  5.907  1.470  -2.475  0.40
C  5.358  4.598  -0.425  -1.68
H  4.653  5.440  -0.398  0.42
H  6.283  4.930  -0.918  0.49
H  5.585  4.301  0.607  0.44
Pb  0.519  -1.484  -1.135  0.95
C  -0.035  3.625  -1.856  -1.40
C  0.870  3.063  -2.845  0.95
C  1.885  1.889  -2.529  -0.91
C  2.362  1.585  -1.104  -1.24
C  3.252  2.645  -0.366  0.60
C  2.622  3.723  0.379  -1.49
C  1.399  4.411  0.085  -0.35
C  0.109  3.626  -0.419  -0.92
C  0.923  -1.687  1.028  -1.42
H  -0.950  4.058  -2.278  0.24
H  0.204  2.637  -3.624  0.56
H  2.771  1.990  -3.176  0.28
H  1.399  0.979  -2.924  0.25
H  1.533  1.282  -0.445  0.23
H  2.988  0.673  -1.193  0.44
H  3.854  2.072  0.372  0.63
H  3.189  4.073  1.262  0.30
H  1.602  5.204  -0.670  -0.15
H  1.079  4.949  0.997  0.48
H  0.054  2.623  0.040  0.08
H  -0.742  4.207  -0.009  0.49
H  0.092  -1.187  1.540  0.33
H  1.886  -1.217  1.264  0.38
H  0.935  -2.760  1.254  0.41
O  -1.256  -3.045  -0.886  -0.82
C  -2.087  -2.149  -0.465  0.93
O  -1.738  -0.915  -0.369  -0.77
C  -3.462  -2.601  -0.088  0.18
C  -3.884  -3.893  -0.430  -0.28
C  -5.145  -4.352  -0.043  -0.50
C  -5.996  -3.521  0.706  -0.35
C  -5.586  -2.222  1.036  -0.50
C  -4.328  -1.760  0.635  -0.32
H  -3.201  -4.532  -1.004  0.36
H  -5.461  -5.359  -0.329  0.36
H  -6.971  -3.892  1.024  0.37
H  -6.250  -1.571  1.608  0.37
H  -4.007  -0.748  0.877  0.39

Properties
highest occupied orbital energy	-4.231	eV
maximum force	0.0504	hartree/bohr
spin multiplicity	1
total charge	0
energy above the lowest of the compared OMol25 structures with the same formula, charge and spin	4.319	eV

| no. | orbital gap (eV) | E (eV) | LUMO (hartree) |
| --- | --- | --- | --- |
| 1 | 7.434 | -106195.0826 | -0.1036 |
| 2 | 4.257 | -51311.5563 | 0.0010 |